ORCA calculation (ωB97M-V with the def2-TZVPD basis set) on a cluster of 4 separate species, C4H15NO3 in total.

## Properties
Net charge = 0
Highest occupied orbital energy = -9.244 eV

Geometry (Å):
C 0.61659 3.35946 0.16926
C 0.24797 2.16924 1.03755
C -0.97235 1.68309 1.25873
C -1.26863 0.58231 2.19993
N -0.21651 -0.36657 2.61143
H 1.54856 3.08774 -0.34213
H -0.06616 3.39324 -0.71582
H 0.66913 4.33026 0.66232
H 1.07468 1.76413 1.61427
H -1.88392 2.20862 0.98240
H -1.78718 0.80492 3.15830
H -2.05113 -0.05509 1.70174
H 0.05449 -1.00471 1.87744
H 0.58234 0.16877 2.92920
O 0.89549 -2.45358 -2.98615
H 1.20470 -3.16933 -3.56142
H 0.79302 -3.05114 -2.22703
O -3.83819 -5.51664 -2.70415
H -3.07593 -5.72551 -2.17624
H -3.73818 -4.79211 -3.32230
O 3.85215 0.80009 -0.36495
H 3.89684 0.17844 -1.10253
H 3.46221 1.60436 -0.69984

ORCA calculation (ωB97M-V with the def2-TZVPD basis set) on a cluster of 13 separate species, C40H77N3O14S4 in total.

## Properties
2S+1 = 2
Net charge = -1
Highest occupied orbital energy (spin up / spin down) = -0.793 / -5.213 eV

Geometry (Å):
C 14.22126 12.94821 16.13715
C 12.78372 13.44889 16.40263
O 12.20796 14.33949 15.76445
C 12.08567 12.70619 17.52405
H 14.90446 13.01707 16.98368
H 14.61339 13.44671 15.25068
H 14.24832 11.91111 15.80280
H 12.75340 12.45339 18.34766
H 11.64991 11.78936 17.12700
H 11.26368 13.27546 17.95805
C 12.48747 16.20700 18.86872
C 12.70147 17.71801 18.68376
O 12.63795 18.41820 19.70393
C 12.93525 18.29064 17.23398
H 13.39381 15.60237 18.90121
H 11.91621 15.89736 17.99357
H 11.93973 16.04130 19.79643
H 12.32897 17.78422 16.48295
H 13.95078 18.02784 16.93778
H 12.77036 19.36810 17.23495
C 12.17853 17.48238 13.85011
C 12.24964 18.16531 12.45954
O 12.49518 19.37242 12.41956
C 12.10073 17.32078 11.21827
H 13.14328 17.72814 14.29392
H 12.14604 16.40047 13.72161
H 11.45609 17.91360 14.54310
H 12.89010 16.58330 11.36358
H 12.17755 17.91626 10.30854
H 11.13962 16.81998 11.10174
C 17.66935 9.93252 15.53946
C 16.75851 9.47546 16.64390
O 15.88036 10.21113 17.08684
C 16.89149 8.01768 17.16611
H 17.56088 9.34304 14.62905
H 18.70318 9.88204 15.88115
H 17.50451 11.00131 15.40299
H 15.94353 7.51861 17.36706
H 17.45850 7.93038 18.09291
H 17.37593 7.41135 16.40074
C 6.35814 14.21641 19.58701
C 7.37044 14.33038 20.72347
O 6.99592 14.36589 21.93532
C 8.85900 14.36027 20.38860
H 5.39462 13.99835 20.04765
H 6.58221 13.38662 18.91668
H 6.25892 15.18624 19.09948
H 9.44642 13.69389 21.02026
H 9.02361 15.42332 20.56448
H 8.95173 14.02604 19.35526
C 8.02129 9.54072 18.62965
C 8.48850 10.64541 17.67868
O 8.27792 11.80454 18.04516
C 9.23975 10.20987 16.41836
H 7.16385 9.82464 19.23982
H 8.75814 9.30569 19.39770
H 7.75615 8.59540 18.15619
H 8.71091 10.73209 15.62104
H 9.13292 9.12580 16.45691
H 10.30807 10.40218 16.51749
C 14.84832 10.76251 12.45672
C 15.40493 10.97247 11.08535
N 15.77280 11.20954 9.96410
H 13.77773 10.94774 12.54412
H 15.27710 11.51799 13.11512
H 15.13339 9.76144 12.78028
C 11.89608 13.55678 12.70047
C 11.21486 12.60679 13.60542
N 10.66852 11.83922 14.28422
H 12.95907 13.41491 12.89549
H 11.62062 14.57446 12.97717
H 11.70897 13.36015 11.64481
C 18.02422 12.25605 19.33435
C 16.93369 13.14065 19.32144
N 15.99200 13.83811 19.31229
H 18.96579 12.67901 18.98410
H 17.72022 11.33516 18.83671
H 18.14008 12.01737 20.39158
C 8.49145 14.49495 15.91846
C 6.96954 14.75991 15.82263
C 6.66601 15.73861 14.66836
S 8.19722 16.77538 14.43702
O 8.05143 18.16652 14.89994
O 8.70295 16.54359 13.11170
C 9.18671 15.80755 15.67017
H 8.66281 13.84959 15.05691
H 8.73860 13.94637 16.82735
H 6.70384 15.15527 16.80303
H 6.40058 13.83451 15.73294
H 5.94403 16.49724 14.97052
H 6.40908 15.26093 13.72289
H 9.08956 16.45268 16.54337
H 10.25499 15.73050 15.46784
C 13.35107 8.80939 22.21690
C 14.03782 8.73471 20.77641
C 13.91125 10.14495 20.20436
S 12.15590 10.63643 20.75466
O 11.12922 10.34127 19.76672
O 12.19062 11.93986 21.39487
C 12.01603 9.32725 22.10060
H 13.93467 9.50555 22.81931
H 13.42330 7.79478 22.60862
H 13.47495 7.98819 20.21606
H 15.04527 8.32231 20.83188
H 14.02849 10.28974 19.13040
H 14.61402 10.76784 20.75775
H 11.48108 8.49305 21.64668
H 11.37897 9.68480 22.90956
C 12.25180 8.44420 17.07047
C 12.36889 8.45476 15.54501
C 12.21375 7.01309 15.05146
S 10.90081 6.22387 16.17149
O 11.27253 4.81540 16.47801
O 9.59568 6.63866 15.72920
C 11.30851 7.34711 17.58766
H 12.02031 9.45051 17.41952
H 13.21383 8.38671 17.57969
H 13.31914 8.89385 15.24113
H 11.60924 9.07913 15.07471
H 13.18221 6.54040 15.21500
H 11.86849 6.68440 14.07123
H 11.87230 6.71730 18.27583
H 10.45712 7.64137 18.20136
C 17.09541 16.92060 12.98198
C 17.87926 15.59724 12.90492
C 17.02422 14.50295 12.26464
S 15.71192 15.51407 11.28355
O 14.47293 15.19224 11.95000
O 15.84437 15.34863 9.85415
C 16.26367 17.17094 11.76794
H 17.74844 17.78034 13.13204
H 16.44016 16.95006 13.85254
H 18.13912 15.27576 13.91350
H 18.82606 15.76043 12.39012
H 16.56327 13.86425 13.01809
H 17.64918 13.87547 11.62917
H 15.38292 17.81048 11.82592
H 17.00503 17.44762 11.01831

ORCA calculation (ωB97M-V with the def2-TZVPD basis set) on a structure of composition C40H36I2N2ORhS2Sb.

## Properties
Net charge = 0
Highest occupied orbital energy = -6.974 eV

Geometry (Å):
Rh -0.54714 1.75563 -0.15077
I 4.64938 2.56164 5.69646
C 3.01904 2.25812 4.40184
C 1.85317 1.68663 4.89069
C 0.80638 1.49408 4.01894
I -0.94551 0.52849 4.65066
C 0.83888 1.87075 2.64791
O -0.20793 1.63418 1.92867
C 2.07126 2.40255 2.18161
C 2.29669 2.80068 0.74635
N 1.79050 1.82709 -0.23533
C 2.19305 2.13232 -1.61077
C 1.10398 1.91697 -2.63463
C 1.30207 2.31488 -3.94705
C 0.29205 2.12535 -4.87366
C -0.88997 1.52703 -4.45870
C -1.00733 1.14613 -3.14049
N -0.02943 1.33369 -2.24409
C 3.12551 2.59315 3.06635
H 1.77045 1.38598 5.92543
H 3.37503 2.93810 0.60602
H 1.80477 3.75548 0.54400
H 2.10933 0.89891 0.02027
H 3.06099 1.53049 -1.90164
H 2.49459 3.17995 -1.66865
H 2.23686 2.77932 -4.23354
H 0.42261 2.43666 -5.90117
H -1.70808 1.37330 -5.14758
H -1.90834 0.67872 -2.76488
H 4.05651 3.00634 2.69613
S -2.89453 2.11236 -0.29469
C -3.10670 3.83905 -0.17736
C -4.39590 4.33249 0.03908
C -4.63809 5.69108 0.07848
C -3.58239 6.58467 -0.07627
C -2.30060 6.10893 -0.26764
C -2.05048 4.73475 -0.32746
S -0.42049 4.19057 -0.60682
H -5.19967 3.61837 0.17590
H -5.64418 6.06135 0.22622
H -3.76344 7.65141 -0.04547
H -1.46318 6.78948 -0.36828
C 1.60357 -4.35871 0.08374
C 2.30431 -3.25806 0.83389
C 3.54328 -3.52968 1.41109
C 4.23384 -2.58475 2.15603
C 3.67764 -1.33209 2.35286
C 2.45422 -1.04107 1.77069
C 1.76123 -1.97776 1.00424
Sb -0.08250 -1.21587 0.14251
C -1.46467 -2.36160 1.32144
C -0.97941 -3.13515 2.36948
C -1.85289 -3.81117 3.20817
C -3.21798 -3.70902 2.99830
C -3.70304 -2.92588 1.96187
C -2.84282 -2.23131 1.11798
C -3.40343 -1.34380 0.04539
C 0.13024 -2.21828 -1.77438
C 1.20679 -1.68521 -2.48225
C 1.55090 -2.14720 -3.74178
C 0.79281 -3.15387 -4.31858
C -0.27982 -3.68767 -3.62265
C -0.63015 -3.24111 -2.34789
C -1.79435 -3.89232 -1.65012
H 2.03349 -5.32574 0.34203
H 1.70032 -4.22284 -0.99428
H 0.53971 -4.37962 0.32359
H 3.97296 -4.51571 1.27556
H 5.19409 -2.83170 2.59025
H 4.18043 -0.58708 2.95757
H 2.01820 -0.06643 1.94569
H 0.08850 -3.20376 2.54232
H -1.46712 -4.40817 4.02447
H -3.90768 -4.23332 3.64756
H -4.77269 -2.84254 1.80631
H -4.43330 -1.60790 -0.19167
H -2.81151 -1.39434 -0.87329
H -3.39761 -0.30860 0.38747
H 1.80475 -0.89797 -2.02931
H 2.40303 -1.72877 -4.26288
H 1.04076 -3.52848 -5.30344
H -0.86361 -4.48208 -4.07362
H -2.03942 -4.84039 -2.12743
H -2.68341 -3.25976 -1.69071
H -1.57736 -4.08036 -0.60024